No. 1
Computed, not measured: a molecular structure, C27H45CoP2 at a distorted geometry, with the ωB97M-V functional and the def2-TZVPD basis.

```
75
Properties=species:S:1:pos:R:3:mulliken_charge:R:1
Co 0.632 -0.036 -0.511 -0.256
C -0.485 -1.771 -0.125 -0.374
C -0.711 -0.977 1.020 -0.462
C 0.589 -0.785 1.605 0.719
C 1.546 -1.493 0.790 -0.624
C 0.900 -2.127 -0.253 -0.291
C 1.475 -3.141 -1.225 1.722
C 0.973 -4.531 -0.811 -1.666
C 3.000 -3.117 -1.178 -1.868
C 1.014 -2.867 -2.656 -1.366
C 1.069 -0.308 2.984 2.031
C 0.327 0.843 3.656 -1.867
C 0.947 -1.549 3.891 -1.619
C 2.558 0.075 2.923 -1.792
C -2.127 -0.554 1.449 1.815
C -2.293 0.968 1.548 -1.358
C -3.154 -1.016 0.408 -2.076
C -2.521 -1.243 2.764 -1.772
H -1.261 -2.141 -0.777 1.240
H 2.598 -1.579 1.001 0.624
H 1.252 -4.756 0.221 0.360
H 1.404 -5.301 -1.455 0.459
H -0.115 -4.600 -0.889 0.322
H 3.379 -3.399 -0.193 0.360
H 3.392 -2.126 -1.423 0.346
H 3.406 -3.826 -1.901 0.427
H -0.073 -2.925 -2.739 0.206
H 1.434 -3.608 -3.341 0.585
H 1.340 -1.876 -2.986 0.088
H -0.721 0.638 3.839 0.240
H 0.399 1.759 3.083 0.120
H 0.793 1.028 4.626 0.602
H -0.091 -1.854 4.022 0.276
H 1.363 -1.325 4.876 0.469
H 1.499 -2.394 3.473 0.306
H 2.763 0.774 2.110 0.299
H 3.205 -0.791 2.788 0.392
H 2.847 0.549 3.863 0.402
H -2.268 1.412 0.550 0.035
H -1.523 1.448 2.145 0.063
H -3.261 1.210 1.994 0.629
H -2.952 -0.583 -0.571 0.205
H -4.143 -0.674 0.716 0.517
H -3.196 -2.103 0.312 0.356
H -1.980 -0.866 3.626 0.238
H -2.344 -2.320 2.704 0.329
H -3.585 -1.090 2.958 0.502
C 1.236 3.167 1.198 -1.899
P 1.011 2.173 -0.293 1.539
C 2.456 2.717 -1.269 -1.528
C -0.469 2.907 -1.076 -0.074
C -1.002 4.136 -0.709 -0.482
C -2.205 4.570 -1.257 -0.851
C -2.874 3.780 -2.182 -0.776
C -2.335 2.558 -2.570 -0.754
C -1.142 2.116 -2.015 0.513
P -0.332 0.543 -2.438 1.176
C 0.641 0.971 -3.913 -1.473
C -1.597 -0.537 -3.141 -1.628
H 0.324 3.211 1.785 0.558
H 1.521 4.177 0.900 0.653
H 2.032 2.744 1.806 0.488
H 2.303 3.735 -1.631 0.409
H 2.653 2.054 -2.106 0.403
H 3.335 2.701 -0.622 0.453
H -0.503 4.761 0.022 0.421
H -2.621 5.521 -0.953 0.438
H -3.815 4.110 -2.600 0.440
H -2.866 1.951 -3.292 0.346
H -0.059 1.266 -4.697 0.466
H 1.227 0.118 -4.258 0.402
H 1.307 1.804 -3.710 0.427
H -2.158 -0.012 -3.915 0.692
H -2.275 -0.906 -2.378 0.375
H -1.094 -1.387 -3.599 0.374
```

Properties
HOMO level (spin up / spin down) in eV: -10.821 / -11.234
2S+1: 2
Net charge: +1
Frontier orbital gap (spin up / spin down) in hartree: 0.290 / 0.316

***

No. 2
Computed, not measured: a molecular structure, C21H27MnN5O5S3, with the ωB97M-V functional and the def2-TZVPD basis.

```
62
Properties=species:S:1:pos:R:3:nbo_charge:R:1
Mn 0.818 0.162 -0.077 1.464
O 0.192 0.153 1.720 -0.538
N -0.158 -1.031 2.154 0.180
N -0.563 -1.776 1.221 0.193
O -0.564 -1.332 -0.015 -0.610
C -0.945 -3.132 1.494 0.139
C -1.199 -3.524 2.802 -0.226
C -1.521 -4.850 3.030 -0.198
C -1.587 -5.751 1.973 -0.183
C -1.333 -5.331 0.677 -0.191
C -1.008 -4.007 0.423 -0.213
H -1.148 -2.812 3.612 0.249
H -1.731 -5.179 4.039 0.233
H -1.845 -6.784 2.164 0.230
H -1.389 -6.033 -0.144 0.233
H -0.806 -3.654 -0.576 0.251
N 3.137 -6.716 1.779 -0.778
C 3.321 -5.365 1.701 0.203
C 2.442 -4.488 2.361 -0.224
C 2.613 -3.127 2.262 -0.173
C 3.651 -2.610 1.488 -0.443
C 4.530 -3.463 0.833 -0.129
C 4.370 -4.828 0.941 -0.275
S 3.785 -0.886 1.302 2.352
O 3.322 -0.239 2.486 -0.909
O 5.044 -0.563 0.691 -0.931
N 2.632 -0.556 0.143 -0.955
C 2.914 -0.223 -1.134 0.234
S 4.327 -0.163 -2.094 0.524
C 3.355 0.421 -3.416 -0.434
C 2.059 0.553 -3.079 -0.030
N 1.811 0.179 -1.773 -0.609
H 2.532 -7.083 2.491 0.393
H 3.877 -7.325 1.479 0.396
H 1.635 -4.891 2.961 0.211
H 1.956 -2.455 2.801 0.237
H 5.344 -3.050 0.251 0.243
H 5.060 -5.494 0.439 0.223
H 3.803 0.623 -4.374 0.265
H 1.245 0.894 -3.698 0.255
C -0.642 4.977 -2.513 -0.618
C -0.385 4.799 -1.021 -0.411
C 0.347 3.507 -0.665 -0.608
S -0.577 1.979 -0.872 1.318
O -0.943 1.750 -2.274 -0.931
C -2.033 2.219 0.166 -0.604
C -3.238 2.734 -0.627 -0.414
C -4.033 1.604 -1.269 -0.612
H -1.123 5.936 -2.698 0.229
H -1.277 4.190 -2.916 0.223
H 0.295 4.963 -3.072 0.213
H -1.315 4.867 -0.453 0.211
H 0.245 5.613 -0.655 0.234
H 0.661 3.489 0.384 0.248
H 1.234 3.364 -1.288 0.249
H -1.714 2.888 0.967 0.251
H -2.237 1.241 0.605 0.252
H -2.914 3.442 -1.390 0.219
H -3.866 3.291 0.070 0.230
H -3.418 1.042 -1.971 0.225
H -4.889 1.999 -1.814 0.229
H -4.409 0.915 -0.511 0.206
```

Properties
HOMO level (spin up / spin down) in eV: -10.661 / -10.686
2S+1: 5
Net charge: +1
Frontier orbital gap (spin up / spin down) in hartree: 0.215 / 0.252

***

No. 3
Computed, not measured: a molecular structure, C31H35F5N2O17S at a distorted geometry, with the ωB97M-V functional and the def2-TZVPD basis.

```
91
Properties=species:S:1:pos:R:3:mulliken_charge:R:1
C 2.475 3.702 0.451 -0.795
C 2.598 2.989 -0.715 0.001
C 1.660 3.154 -1.833 0.321
O 1.384 2.178 -2.472 -0.536
O 1.107 4.359 -2.011 -0.414
C -0.244 4.323 -2.514 -0.904
C -1.242 3.671 -1.558 -0.355
C -1.107 4.214 -0.136 0.073
C -1.908 3.452 0.945 -1.469
C -2.003 1.925 0.749 -0.284
C -0.591 1.353 0.818 0.641
C -0.480 -0.149 0.762 0.618
C 0.717 -0.722 1.297 -1.207
C 0.992 -2.066 1.300 0.472
C 2.273 -2.582 1.906 -1.643
C 0.015 -2.921 0.708 1.238
N 0.120 -4.260 0.581 -0.669
S -1.256 -4.692 -0.108 0.080
N -2.019 -3.309 -0.329 -0.702
C -1.191 -2.370 0.184 -0.066
C -1.424 -0.971 0.208 -0.810
H 2.158 3.263 1.392 0.280
H 2.651 4.777 0.445 0.333
H 3.385 2.246 -0.795 0.565
H -0.229 3.793 -3.465 0.366
H -0.536 5.347 -2.731 0.430
H -1.087 2.598 -1.644 0.152
H -2.231 3.912 -1.950 0.493
H -1.463 5.245 -0.153 0.525
H -0.062 4.229 0.161 -0.266
H -1.350 3.570 1.878 0.380
H -2.884 3.896 1.131 0.475
H -2.631 1.574 1.561 0.137
H -2.479 1.720 -0.208 0.358
H 0.007 1.749 -0.005 -0.645
H -0.110 1.687 1.740 0.610
H 1.455 -0.046 1.714 0.447
H 2.464 -3.599 1.581 0.363
H 2.219 -2.502 2.990 0.327
H 3.078 -1.919 1.599 0.395
H -2.329 -0.573 -0.223 0.692
C -5.568 -1.900 1.717 -0.427
C -4.534 -0.836 1.993 0.517
O -5.187 -0.009 2.938 -0.318
C -6.057 -0.804 3.625 0.590
O -6.570 -0.515 4.651 -0.527
O -6.247 -1.980 2.973 -0.327
F -4.251 -0.108 0.883 -0.293
H -6.270 -1.597 0.938 0.319
H -5.129 -2.857 1.449 0.227
H -3.602 -1.211 2.422 0.262
C 0.166 -3.363 -4.282 -0.135
C -0.905 -2.353 -3.979 0.524
O -1.680 -2.348 -5.166 -0.356
C -1.559 -3.595 -5.718 0.532
O -2.267 -4.023 -6.565 -0.518
O -0.527 -4.272 -5.157 -0.363
F -0.383 -1.117 -3.785 -0.235
H 1.005 -2.930 -4.806 0.098
H 0.530 -3.869 -3.392 0.317
H -1.545 -2.613 -3.132 0.106
C 4.666 0.096 -5.261 -0.462
C 4.212 -0.830 -6.365 0.302
O 3.739 -1.953 -5.641 -0.320
C 3.310 -1.494 -4.430 0.615
O 2.621 -2.109 -3.687 -0.490
O 3.766 -0.244 -4.202 -0.209
F 5.240 -1.213 -7.160 -0.286
H 5.690 -0.115 -4.951 0.293
H 4.580 1.147 -5.522 0.274
H 3.407 -0.436 -6.986 0.289
C -4.403 -5.246 4.508 -0.425
C -4.662 -5.136 5.993 0.287
O -3.777 -4.100 6.380 -0.344
C -3.613 -3.289 5.298 0.623
O -3.156 -2.197 5.328 -0.480
O -4.055 -3.900 4.171 -0.244
F -4.331 -6.274 6.647 -0.290
H -3.564 -5.906 4.287 0.286
H -5.274 -5.575 3.946 0.271
H -5.683 -4.855 6.255 0.299
C 6.332 5.317 1.806 -0.391
C 6.296 4.394 3.003 0.274
O 5.679 3.235 2.474 -0.282
C 5.980 3.194 1.143 0.691
O 5.847 2.241 0.454 -0.508
O 6.456 4.391 0.721 -0.322
F 5.528 4.892 4.001 -0.289
H 5.403 5.879 1.702 0.269
H 7.169 6.009 1.824 0.279
H 7.277 4.132 3.403 0.295
```

Properties
HOMO level in eV: -8.679
2S+1: 1
Net charge: 0
Frontier orbital gap in hartree: 0.295